1.
C50H39F9N4O3PPdSSe | ωB97M-V/def2-TZVPD

- Gap between HOMO and LUMO: 6.051 eV
- E_LUMO: 1.80 eV
- Relative energy (zero: lowest compared OMol25 entry of this formula, charge and spin): 22.2 kcal/mol

Structure (ORCA input):
```
! wB97M-V def2-TZVPD RIJCOSX def2/J DEFGRID3
* xyz -1 1
Pd 0.07732 -0.84616 0.90580
O 1.46398 0.40874 -1.58868
C 2.07162 -0.54934 -2.44973
C 2.61712 -1.72520 -1.51448
O 3.73834 -2.15805 -1.79600
O 1.80564 -2.13709 -0.64030
C 1.03011 -1.16255 -3.38805
C 1.06738 -2.51439 -3.72116
C 0.10957 -3.06765 -4.55979
C -0.91104 -2.28219 -5.07711
C -0.95326 -0.93153 -4.76156
C 0.01170 -0.38171 -3.92922
C 3.20922 0.09072 -3.22879
C 3.77826 -0.54115 -4.33200
C 4.83555 0.03839 -5.01510
C 5.34724 1.26593 -4.61197
C 4.79528 1.89866 -3.50935
C 3.73933 1.31120 -2.82151
H 0.95174 1.02312 -2.12538
H 1.84974 -3.13924 -3.30412
H 0.15564 -4.12409 -4.79768
H -1.66487 -2.71581 -5.72368
H -1.73480 -0.29949 -5.16800
H -0.04165 0.68136 -3.71426
H 3.39896 -1.50228 -4.65416
H 5.27187 -0.47707 -5.86287
H 6.17280 1.71893 -5.14819
H 5.19034 2.84985 -3.17179
H 3.33446 1.78679 -1.93739
N -0.52519 -2.67382 3.02833
C 0.75488 -2.20725 2.72870
S 1.36365 -0.93578 3.66324
N 1.48702 -3.09511 1.99328
C 2.86285 -3.36199 1.89749
C 3.86630 -2.70582 2.60594
C 5.18518 -3.12622 2.47810
C 5.52741 -4.18088 1.64863
C 4.52785 -4.81264 0.91841
C 3.21398 -4.40675 1.03916
H -1.07623 -2.01812 3.55051
H -1.00436 -3.20660 2.31927
H 0.94796 -3.61473 1.31741
H 3.61744 -1.87092 3.23691
H 5.95743 -2.60800 3.03438
H 6.55920 -4.49940 1.55850
H 4.77864 -5.62120 0.24264
H 2.44326 -4.88230 0.44241
C -3.61407 -1.04413 0.83845
N -3.74722 -2.32557 0.17687
C -2.73315 -2.98577 -0.45374
Se -0.94151 -2.60175 -0.61552
N -3.30211 -4.10666 -0.98471
C -4.65089 -4.18420 -0.68299
C -5.62481 -5.12471 -0.96332
C -6.90295 -4.88147 -0.47275
C -7.18701 -3.73851 0.27129
C -6.20360 -2.79573 0.55287
C -4.93414 -3.04034 0.06286
H -2.54996 -0.84297 0.96842
H -4.10989 -1.07321 1.80969
H -4.05136 -0.24589 0.23658
H -2.75933 -4.75271 -1.53167
H -5.39805 -6.01496 -1.53570
H -7.69239 -5.59375 -0.67519
H -8.19133 -3.58125 0.64265
H -6.42809 -1.90831 1.13077
F -3.27586 2.76973 7.07594
C -3.79990 2.93843 5.84183
F -4.90905 2.17301 5.78857
F -4.20325 4.22283 5.77226
C -2.82355 2.59427 4.75909
C -1.94481 3.56138 4.29281
C -1.03629 3.24375 3.29429
C -0.98528 1.95999 2.75184
C -1.86744 1.00524 3.24587
C -2.78834 1.31134 4.23642
P 0.09329 1.42789 1.32719
C -0.90214 2.30978 0.01218
C -1.08036 3.69336 -0.04496
C -1.90855 4.26687 -0.99607
C -2.57153 3.45627 -1.90788
C -2.39700 2.08168 -1.87950
C -1.56108 1.51675 -0.92481
C -3.43965 4.07104 -2.96281
F -2.76359 4.27522 -4.11549
F -3.93143 5.26874 -2.58981
F -4.49395 3.28981 -3.27241
C 1.50499 2.58783 1.50385
C 2.10356 2.78896 2.74971
C 3.18336 3.64463 2.88440
C 3.70234 4.28440 1.76645
C 3.17382 4.03057 0.51043
C 2.08452 3.18176 0.38431
C 4.84457 5.23625 1.93586
F 6.01854 4.60272 2.14075
F 5.01417 6.02869 0.86073
F 4.66118 6.04723 3.00088
H -1.97291 4.56071 4.70750
H -0.36416 4.01608 2.94247
H -1.80183 0.00826 2.83087
H -3.46969 0.55704 4.60892
H -0.56899 4.33499 0.66262
H -2.04541 5.34014 -1.02992
H -2.90649 1.45490 -2.60152
H -1.38407 0.44537 -0.90575
H 1.71641 2.26713 3.61694
H 3.62415 3.82041 3.85858
H 3.61170 4.49274 -0.36502
H 1.67696 2.98247 -0.59922
*
```

***

2.
C3H8P2 | ωB97M-V/def2-TZVPD

- SMILES string: C=P(C)=PC
- Gap between HOMO and LUMO: 6.898 eV
- E_LUMO: 0.01 eV
- Relative energy (zero: lowest compared OMol25 entry of this formula, charge and spin): 41.5 kcal/mol

Structure (ORCA input):
```
! wB97M-V def2-TZVPD RIJCOSX def2/J DEFGRID3
* xyz 0 1
C -0.07136 2.30747 -0.82222
P -0.05974 0.68531 -0.41116
C 0.84819 0.59323 1.26170
P -0.98054 -0.64400 -1.97492
C -0.98054 -2.19173 -0.85131
H 0.55815 2.93388 -0.17620
H -0.33922 2.82068 -1.73676
H 1.38119 -0.33988 1.36567
H 0.26593 0.61485 2.29575
H 1.61700 1.35005 1.34527
H -1.37547 -1.83048 0.07999
H -0.15017 -2.82118 -0.66798
H -1.59707 -2.94159 -1.33127
*
```

***

3.
C8H30O17Zn | ωB97M-V/def2-TZVPD

- Gap between HOMO and LUMO: 3.406 eV
- E_LUMO: 1.98 eV

Structure (ORCA input):
```
! wB97M-V def2-TZVPD RIJCOSX def2/J DEFGRID3
* xyz -2 1
Zn -1.70487 -2.65905 0.14894
C -1.19373 1.20524 3.41303
C -2.61327 0.62141 3.49048
O -2.75703 -0.52499 4.04597
O -3.58116 1.31253 3.08249
H -0.68189 0.45466 2.80708
H -0.80576 1.36921 4.41445
H -1.17689 2.15066 2.87683
C -0.75036 -0.78316 -3.82044
C 0.66173 -1.38876 -3.76029
O 1.61386 -0.63000 -3.45309
O 0.79606 -2.62285 -4.00734
H -0.87299 -0.00468 -3.06768
H -1.46184 -1.59896 -3.63412
H -1.00840 -0.41102 -4.81295
C 2.79899 2.43683 2.17389
C 4.19407 1.97282 1.73084
O 4.78141 2.65456 0.86187
O 4.64090 0.93387 2.30114
H 2.43578 1.98014 3.09581
H 2.05656 2.22839 1.40085
H 2.80308 3.52716 2.25408
C 0.24531 0.58602 0.13658
C -0.35802 -0.72736 -0.10163
O 0.22167 -1.81813 0.11079
O -1.60223 -0.82468 -0.41633
H 0.72536 0.91700 -0.79002
H 1.04852 0.46017 0.85855
H -0.54190 1.25204 0.47715
O -1.75644 2.94998 -2.20571
H -2.19102 2.94655 -3.06335
H -2.24587 2.30334 -1.67641
O 1.20343 2.23896 -2.92372
H 1.28504 1.25279 -2.92220
H 0.25986 2.39775 -3.04732
O -3.56135 1.50100 -0.54664
H -4.43515 1.10447 -0.57270
H -2.93877 0.75590 -0.50931
O -1.10213 -3.23652 -1.79623
H -0.29154 -3.42284 -2.32171
H -1.81309 -3.17005 -2.44474
O 2.18841 -1.75603 2.01205
H 1.94853 -1.38150 2.86561
H 1.37203 -1.78956 1.48151
O 2.43825 -2.50723 -1.23629
H 1.56386 -2.45158 -0.85979
H 3.07961 -2.44644 -0.51910
O 1.35768 3.93559 -0.62539
H 0.58121 3.77493 -0.08072
H 1.16791 3.43939 -1.45970
O -0.28766 -4.00067 0.98698
H 0.11582 -4.19086 1.84177
H 0.16493 -4.57353 0.35434
O -1.96322 -1.88665 2.08791
H -1.30012 -2.16330 2.73325
H -2.75317 -1.69294 2.63070
*
```

***

4.
C23H42N4O5PS | ωB97M-V/def2-TZVPD

- ⟨S²⟩: 0.75
- Gap between HOMO and LUMO (spin up / spin down): 8.293 / 8.687 eV
- E_LUMO (spin up / spin down): -0.48 / -0.48 eV

Structure (ORCA input):
```
! wB97M-V def2-TZVPD RIJCOSX def2/J DEFGRID3
* xyz 0 2
C -4.71014 5.47503 2.20982
C -3.83398 4.69003 1.23443
S -2.79442 5.80104 0.22354
C -1.25775 4.86326 -0.01444
C -1.22134 4.05399 -1.29794
C -2.39733 3.51097 -1.78019
C -2.36719 2.75648 -2.95139
P -3.82268 1.93700 -3.64605
N -3.94948 0.51201 -3.01379
O -3.66798 1.76993 -5.22850
O -5.12631 2.79199 -3.38562
C -1.17774 2.60878 -3.61983
N -0.04157 3.13767 -3.15034
C 1.24004 2.92885 -3.95969
O 1.81445 1.86028 -3.82300
O 1.49752 3.89502 -4.67015
C -0.02606 3.83416 -2.00596
C 1.26439 4.37953 -1.46233
C 1.68572 3.46381 -0.27141
C 2.64124 2.32328 -0.69321
C 2.08624 0.94419 -0.35207
C 1.62454 0.77717 1.10330
N 0.15340 0.91678 1.19803
H -5.54731 5.90367 1.66358
H -4.16726 6.25703 2.73297
H -5.09889 4.76618 2.93929
H -4.49057 4.14721 0.55647
H -3.17676 4.00398 1.76392
H -1.07322 4.19760 0.83007
H -0.47737 5.61512 0.00206
H -3.32800 3.63969 -1.25185
H -3.20138 0.35598 -2.34944
H -3.08669 1.00188 -5.31663
H -5.75212 2.17926 -2.97121
H -1.08753 2.04518 -4.53568
H 1.12768 5.40922 -1.14955
H 2.03787 4.35820 -2.22521
H 2.06457 4.04789 0.56481
H 0.77691 2.97356 0.08029
H 3.58637 2.44933 -0.16556
H 2.79214 2.34579 -1.76875
H 1.26361 0.63706 -1.00282
H 2.87963 0.21357 -0.51789
H 1.86959 -0.25346 1.39149
H 2.12211 1.44607 1.80399
H -0.26675 0.28153 0.53347
H -0.14223 0.66145 2.13103
C 1.12788 -6.22188 3.07179
C 0.73061 -4.79053 2.65881
C -0.33154 -4.86702 1.56417
C 0.23137 -5.37430 0.23885
C 1.43288 -4.53967 -0.20318
C 2.49993 -4.32375 0.87675
N 1.91749 -3.99764 2.21603
O 1.60637 -2.73963 2.23465
C 3.40597 -5.56560 0.99247
C 3.43878 -3.21670 0.39980
C 0.13001 -4.18680 3.92582
H 0.30983 -6.68765 3.62124
H 1.32772 -6.88491 2.23444
H 2.00244 -6.21498 3.72379
H -0.77258 -3.87765 1.40391
H -1.14687 -5.51695 1.88882
H 0.50816 -6.42937 0.31211
H -0.54407 -5.32276 -0.52797
H 1.89538 -5.00322 -1.07657
H 1.06035 -3.56558 -0.53701
H 4.12139 -5.44019 1.80669
H 3.97786 -5.70075 0.07447
H 2.86848 -6.49653 1.15263
H 2.90401 -2.30248 0.14656
H 3.96070 -3.54146 -0.49962
H 4.18679 -2.97769 1.15726
H 0.87500 -4.13194 4.72138
H -0.69254 -4.80926 4.27638
H -0.26975 -3.18735 3.76348
*
```

***

5.
C42H108O38P8 | ωB97M-V/def2-TZVPD

- Gap between HOMO and LUMO: 9.699 eV
- E_LUMO: 0.19 eV
- Relative energy (zero: lowest compared OMol25 entry of this formula, charge and spin): 20.1 kcal/mol

Structure (ORCA input):
```
! wB97M-V def2-TZVPD RIJCOSX def2/J DEFGRID3
* xyz 0 1
C 0.99017 -4.39849 -1.12574
O 0.49273 -5.25296 -2.17884
P -0.45873 -6.61287 -1.90241
O -1.80353 -6.41778 -1.30603
O -0.45423 -7.25730 -3.39931
C 0.76054 -7.65872 -4.02295
O 0.47976 -7.58132 -1.01493
C 0.13460 -7.73860 0.29782
H 0.55797 -4.65918 -0.15964
H 0.67146 -3.40234 -1.43268
H 2.06456 -4.49851 -0.97152
H 1.56980 -7.77240 -3.30165
H 1.02557 -6.89466 -4.75376
H 0.61135 -8.59889 -4.55392
H 0.63961 -8.62956 0.67098
H -0.92859 -7.87654 0.49450
H 0.40056 -6.89929 0.94042
C 3.22145 3.07881 -0.36537
O 3.19076 2.48559 0.89562
P 4.56941 2.26704 1.68378
O 4.40968 1.87815 3.11787
O 5.41393 3.64922 1.46773
C 6.72805 3.78554 2.06324
O 5.41893 1.21459 0.75624
C 5.07977 -0.17372 0.74424
H 2.76954 2.33737 -1.02427
H 4.18102 3.40031 -0.77029
H 2.58936 3.95976 -0.25360
H 7.45276 4.27943 1.41596
H 7.12999 2.79490 2.27580
H 6.66873 4.37757 2.97652
H 5.97797 -0.78469 0.65458
H 4.51206 -0.38462 -0.16204
H 4.48876 -0.52130 1.59158
C 2.25377 0.35637 -3.26593
O 2.20217 1.46905 -4.12769
P 2.69316 1.38372 -5.64791
O 4.13191 1.05250 -5.83646
O 2.29016 2.87014 -6.09657
C 2.42584 3.31092 -7.40777
O 1.58743 0.50303 -6.36783
C 0.22489 0.84565 -6.25302
H 1.26287 0.15479 -2.85902
H 2.95196 0.60946 -2.46806
H 2.63016 -0.50452 -3.81847
H 2.99194 2.59007 -7.99769
H 3.08604 4.17819 -7.41642
H 1.47837 3.64187 -7.83305
H -0.29635 0.93984 -7.20567
H 0.02835 1.79539 -5.75555
H -0.28905 0.11961 -5.62307
C 6.56193 -3.34126 -2.90986
O 5.52431 -3.26712 -3.84347
P 3.93874 -3.29798 -3.47936
O 3.59395 -2.38510 -2.33704
O 3.17434 -2.98941 -4.90616
C 1.80557 -3.23794 -4.91864
O 3.73600 -4.92421 -3.15662
C 4.10881 -5.91948 -4.13229
H 7.23890 -2.49926 -3.05426
H 7.20180 -4.17177 -3.20805
H 6.30510 -3.40259 -1.85233
H 1.32029 -2.43721 -5.47672
H 1.29476 -3.28610 -3.95694
H 1.64405 -4.19414 -5.41632
H 3.95460 -5.73874 -5.19608
H 3.47011 -6.78955 -3.98016
H 5.16568 -6.09835 -3.93447
C 1.41437 1.45725 5.32058
O 0.20037 0.88207 5.83951
P -0.24348 1.06720 7.38883
O 0.52183 2.15727 8.06823
O -1.86143 1.23852 7.42231
C -2.59642 1.80926 8.51161
O -0.02413 -0.42350 7.97611
C -0.91613 -1.49467 7.54854
H 1.16627 2.17525 4.53891
H 1.91177 0.69860 4.71631
H 2.10693 1.78195 6.09713
H -2.00913 1.94681 9.41950
H -3.32918 1.06647 8.82694
H -3.12568 2.70513 8.18696
H -0.42598 -2.38311 7.15037
H -1.65662 -1.23046 6.79358
H -1.55419 -1.77967 8.38505
C -2.55473 4.37229 5.56470
O -1.39816 4.06879 4.86270
P -0.52685 5.33339 4.23997
O -1.23361 6.25186 3.30146
O 0.08592 6.06118 5.54749
C 0.61219 5.26449 6.54377
O 0.84860 4.64618 3.61544
C 0.76413 4.18475 2.26754
H -2.72303 5.44887 5.53687
H -2.31248 4.16347 6.60673
H -3.45197 3.82289 5.27971
H -0.21056 5.24861 7.25856
H 1.50633 5.65120 7.03271
H 0.88131 4.25483 6.23352
H 1.53536 4.56842 1.59963
H -0.20730 4.34870 1.80113
H 0.84557 3.10065 2.34625
C 1.77922 -1.18500 0.45352
O 0.34521 -1.16783 0.29419
P -0.65853 -0.08538 1.04210
O -2.10353 -0.34215 0.84196
O -0.13029 -0.09592 2.58082
C 0.01255 -1.33671 3.27480
O -0.15879 1.34360 0.43597
C -0.59535 1.95954 -0.78906
H 2.06135 -0.56349 1.30336
H 2.21338 -0.81110 -0.47373
H 2.08740 -2.19200 0.73473
H 0.99897 -1.37238 3.73721
H -0.12623 -2.21934 2.65047
H -0.70112 -1.38419 4.09731
H -1.25325 2.77059 -0.47687
H -1.13761 1.27737 -1.44381
H 0.32712 2.28181 -1.27206
C -5.21165 3.96097 -3.03971
O -5.05453 4.02693 -4.43847
P -4.55691 2.72518 -5.26390
O -5.24692 1.39224 -5.05512
O -4.44008 3.32614 -6.76753
C -5.66093 3.82661 -7.34164
O -3.01963 2.73729 -4.89742
C -2.57161 1.96547 -3.86436
H -5.04303 2.93241 -2.72076
H -6.23104 4.21198 -2.74653
H -4.49639 4.63880 -2.57383
H -5.46215 4.68078 -7.98893
H -6.34704 4.13298 -6.55202
H -6.07505 3.03812 -7.97004
H -1.53134 1.68695 -4.03279
H -3.11496 1.04544 -3.64893
H -2.48808 2.58399 -2.97074
C -1.33794 5.08660 -2.76805
C 0.12967 5.09324 -2.54155
O 0.54987 4.94676 -1.39843
C 1.04526 5.39907 -3.66994
H -1.62743 6.13168 -2.87800
H -1.79670 4.55294 -1.93568
H -1.57034 4.57167 -3.70022
H 1.02859 6.48004 -3.80896
H 0.78676 4.88649 -4.59652
H 2.08262 5.18633 -3.41165
C -2.04960 -3.63983 0.69268
C -1.56634 -4.72653 1.66536
O -0.37487 -4.78819 2.00679
C -2.60780 -5.63877 2.27452
H -1.21401 -3.11238 0.23259
H -2.70129 -2.96295 1.24516
H -2.56611 -4.14740 -0.12200
H -3.48342 -5.83215 1.65485
H -2.93035 -5.11473 3.17421
H -2.07557 -6.50737 2.66229
C -2.15452 -3.07125 -3.16065
C -2.21691 -1.65499 -2.78712
O -1.46017 -0.84202 -3.31900
C -3.28728 -1.15924 -1.84718
H -1.31968 -3.20696 -3.84820
H -3.08622 -3.23939 -3.70081
H -2.06544 -3.65987 -2.24759
H -3.49648 -1.89692 -1.07247
H -4.20109 -0.92853 -2.39474
H -2.84469 -0.29928 -1.34452
C 3.05560 -5.31046 1.89051
C 3.44009 -4.14086 2.75095
O 4.13306 -3.21583 2.31521
C 2.99698 -4.19297 4.19041
H 3.61639 -6.20189 2.17151
H 3.31605 -5.03421 0.86877
H 1.97458 -5.44911 1.90680
H 3.37254 -3.26992 4.63204
H 3.33231 -5.10639 4.68165
H 1.92736 -4.08996 4.37319
C -3.37677 2.97149 1.68148
C -3.86600 3.86491 0.60667
O -3.52572 3.67461 -0.55132
C -4.84128 4.90928 1.00960
H -2.45828 3.32662 2.14877
H -3.18228 1.97386 1.28778
H -4.06304 2.87845 2.52319
H -5.75249 4.47584 1.42181
H -5.17655 5.42245 0.10829
H -4.32467 5.57887 1.69726
C -3.48057 0.30849 4.29740
C -4.80403 -0.12353 3.67004
O -5.83261 0.38419 4.01884
C -4.81716 -1.27260 2.60042
H -3.64651 1.27120 4.78087
H -2.79810 0.47713 3.46439
H -3.10396 -0.47933 4.94979
H -5.81602 -1.65648 2.39303
H -4.18211 -2.13449 2.80526
H -4.40182 -0.83106 1.69454
*
```

***

6.
H2OS2 | ωB97M-V/def2-TZVPD

- Gap between HOMO and LUMO: 8.908 eV
- E_LUMO: 0.00 eV
- Relative energy (zero: lowest compared OMol25 entry of this formula, charge and spin): 20.1 kcal/mol

Structure (ORCA input):
```
! wB97M-V def2-TZVPD RIJCOSX def2/J DEFGRID3
* xyz 0 1
O -0.55079 -0.23082 0.06962
S 1.09339 0.21147 0.34018
S 2.46693 -1.08313 -0.10429
H -0.57839 -0.91771 0.65920
H 1.16243 1.07282 -0.79234
*
```

***

7.
C4H6NOP | ωB97M-V/def2-TZVPD

- Gap between HOMO and LUMO: 9.147 eV
- E_LUMO: 0.63 eV
- Relative energy (zero: lowest compared OMol25 entry of this formula, charge and spin): 32.2 kcal/mol

Structure (ORCA input):
```
! wB97M-V def2-TZVPD RIJCOSX def2/J DEFGRID3
* xyz 0 1
C -1.26597 -1.36145 -0.24316
C -0.47918 1.57639 0.09134
C 0.09505 -0.78777 -0.45212
C 0.24368 0.45428 0.62430
N -0.24314 2.70093 -0.27698
O -2.18733 1.07148 -0.10367
P -2.59364 -0.43604 0.22256
H -1.23085 -2.33476 0.05321
H 0.89475 -1.52311 0.05284
H 0.41279 -0.38935 -1.42801
H 1.35534 0.75045 0.79028
H -0.32487 0.07990 1.56157
H -0.81548 3.26864 -0.85716
*
```